# 1
Here is a single C21H24ClFN2O2S molecule from the Open Molecules 2025 dataset. Energies are from the ωB97M-V functional and the def2-TZVPD basis.

Positions of all 52 atoms, in Å:
O1 2.458 2.599 -0.238
C1 1.653 1.697 -0.105
N1 0.318 1.875 -0.262
H1 -0.296 1.076 -0.210
C2 -0.239 3.055 -0.873
C3 -0.712 2.754 -2.292
H2 -1.150 3.629 -2.769
H3 0.120 2.394 -2.896
S1 -1.938 1.402 -2.328
C4 -3.470 2.284 -1.825
C5 -3.947 3.179 -2.915
C6 -4.568 2.637 -4.041
C7 -4.985 3.401 -5.113
C8 -4.780 4.769 -5.075
C9 -4.182 5.352 -3.974
C10 -3.773 4.562 -2.909
Cl1 -3.059 5.349 -1.538
H4 -4.029 6.419 -3.932
H5 -5.093 5.384 -5.904
H6 -5.459 2.920 -5.953
F1 -4.782 1.310 -4.075
H7 -4.184 1.483 -1.637
H8 -3.268 2.830 -0.906
H9 0.553 3.808 -0.900
H10 -1.066 3.430 -0.263
C11 2.047 0.313 0.287
C12 3.135 0.143 1.137
C13 3.549 -1.123 1.501
C14 2.900 -2.251 1.010
C15 1.832 -2.077 0.136
C16 1.405 -0.812 -0.223
H11 0.591 -0.712 -0.928
H12 1.336 -2.943 -0.279
C17 3.306 -3.633 1.457
N2 2.610 -4.111 2.646
C18 2.880 -3.335 3.842
C19 2.273 -4.067 5.040
O2 0.885 -4.245 4.884
C20 0.612 -4.968 3.707
C21 1.177 -4.261 2.474
H13 0.988 -4.870 1.588
H14 0.670 -3.287 2.356
H15 -0.474 -5.051 3.642
H16 1.054 -5.974 3.777
H17 2.407 -3.489 5.956
H18 2.763 -5.047 5.148
H19 3.960 -3.253 3.977
H20 2.447 -2.321 3.785
H21 3.108 -4.356 0.661
H22 4.375 -3.652 1.685
H23 4.394 -1.240 2.164
H24 3.646 1.021 1.503

Values from the calculation:
**LUMO energy**: 0.611 eV
**HOMO-LUMO gap**: 0.341 hartree

# 2
Here is a single C21H24FN3O4 molecule from the Open Molecules 2025 dataset. Energies are from the ωB97M-V functional and the def2-TZVPD basis.

Positions of all 53 atoms, in Å:
C1 -4.690 -0.374 -1.109
N1 -3.979 -1.208 -0.167
C2 -3.704 -0.930 1.116
O1 -3.053 -1.693 1.820
C3 -4.219 0.392 1.691
O2 -3.839 1.514 0.925
C4 -2.510 1.710 0.673
C5 -2.200 2.573 -0.382
C6 -0.900 2.866 -0.730
C7 0.137 2.294 -0.011
C8 -0.147 1.443 1.039
C9 -1.457 1.143 1.378
H1 -1.648 0.463 2.192
H2 0.656 0.994 1.601
H3 1.160 2.511 -0.275
H4 -0.716 3.531 -1.559
F1 -3.214 3.124 -1.085
H5 -5.313 0.404 1.703
H6 -3.857 0.467 2.723
C10 -3.368 -2.395 -0.749
H7 -3.334 -3.184 0.005
H8 -3.963 -2.715 -1.604
C11 -1.954 -2.015 -1.221
O3 -1.729 -1.712 -2.374
N2 -1.070 -2.008 -0.201
C12 0.262 -1.576 -0.201
C13 0.993 -1.724 0.973
C14 2.298 -1.283 1.057
C15 2.922 -0.680 -0.038
C16 2.183 -0.558 -1.218
C17 0.878 -0.993 -1.304
H9 0.332 -0.888 -2.226
H10 2.642 -0.129 -2.095
N3 4.250 -0.262 -0.010
C18 4.579 1.066 -0.492
H11 3.949 1.330 -1.340
C19 6.050 1.095 -0.909
H12 6.347 2.100 -1.213
O4 6.886 0.743 0.168
C20 6.561 -0.541 0.643
C21 5.101 -0.630 1.101
H13 4.892 -1.659 1.394
H14 4.953 0.036 1.967
H15 7.237 -0.739 1.477
H16 6.732 -1.285 -0.150
H17 6.205 0.397 -1.746
H18 4.426 1.811 0.307
H19 2.821 -1.397 1.994
H20 0.524 -2.172 1.838
H21 -1.438 -2.242 0.717
H22 -5.015 0.557 -0.660
H23 -5.561 -0.916 -1.485
H24 -4.033 -0.143 -1.951

Values from the calculation:
**LUMO energy**: 0.734 eV
**HOMO-LUMO gap**: 0.305 hartree

# 3
Here is a single C21H24N2O2Si molecule from the Open Molecules 2025 dataset. Energies are from the ωB97M-V functional and the def2-TZVPD basis.

Positions of all 50 atoms, in Å:
O1 -3.146 0.948 1.677
C1 3.785 -1.619 -0.860
C2 4.692 -1.766 -0.058
N1 -3.461 0.667 -1.803
O2 -5.109 0.618 0.559
C3 -3.739 0.646 0.652
C4 -2.759 0.574 -2.896
C5 -2.917 0.345 -0.595
C6 2.875 -1.317 -3.126
C7 -1.595 -0.059 -0.489
C8 1.539 -1.020 -1.140
C9 1.825 -0.985 -3.956
C10 2.713 -1.349 -1.724
C11 -0.857 -0.187 -1.652
C12 0.466 -0.671 -1.949
C13 -1.454 0.119 -2.896
C14 0.612 -0.586 -3.346
N2 -0.584 -0.109 -3.945
C15 -5.608 1.026 2.970
C16 -5.242 2.949 1.314
C17 -7.275 1.481 1.188
C18 -5.767 1.515 1.509
C19 5.596 0.280 1.906
C20 7.626 -1.163 0.269
C21 6.033 -2.640 2.464
Si1 5.945 -1.364 1.103
H1 -3.177 1.031 -3.759
H2 3.812 -1.556 -3.605
H3 -1.134 -0.207 0.461
H4 1.532 -0.921 -0.067
H5 1.845 -1.072 -5.020
H6 -0.824 -0.290 -4.915
H7 -6.245 1.502 3.737
H8 -4.579 1.047 3.248
H9 -5.941 -0.006 2.972
H10 -5.610 3.556 2.148
H11 -5.610 3.362 0.381
H12 -4.154 3.016 1.295
H13 -7.507 1.602 0.130
H14 -7.607 0.483 1.463
H15 -7.787 2.251 1.795
H16 6.481 0.519 2.481
H17 5.527 0.989 1.083
H18 4.712 0.347 2.532
H19 8.366 -1.092 1.038
H20 7.963 -1.973 -0.461
H21 7.664 -0.239 -0.266
H22 6.731 -2.290 3.225
H23 6.324 -3.634 2.092
H24 5.023 -2.758 2.834

Values from the calculation:
**LUMO energy**: 0.195 eV
**HOMO-LUMO gap**: 0.316 hartree

# 4
Here is a single C21H24N2O3 molecule from the Open Molecules 2025 dataset. Energies are from the ωB97M-V functional and the def2-TZVPD basis.

Positions of all 50 atoms, in Å:
N1 5.480 1.504 -2.357
O1 -0.479 1.108 -2.548
C1 4.669 0.779 -2.413
O2 1.551 -0.880 -2.195
O3 -1.518 0.799 -0.478
C2 -0.516 0.624 -1.401
C3 -1.286 -4.313 -0.053
C4 3.299 1.257 2.039
C5 -0.979 -4.005 -1.296
C6 -1.022 -3.348 0.907
C7 3.275 -0.165 1.811
C8 2.604 2.088 1.243
C9 -0.382 -2.784 -1.632
C10 -0.473 -2.043 0.631
C11 2.463 -0.779 0.884
C12 1.755 1.552 0.281
C13 -0.052 -1.771 -0.650
C14 1.586 0.077 0.103
N2 -3.164 1.548 1.756
C15 0.637 -0.406 -1.089
C16 -3.696 0.242 1.370
C17 -3.623 2.144 2.972
C18 3.848 -0.341 -2.424
C19 2.467 0.017 -2.865
C20 -2.393 1.931 -0.683
C21 -2.902 2.434 0.658
H1 -1.784 -5.151 0.318
H2 4.143 1.701 2.603
H3 -1.241 -4.685 -2.084
H4 -1.335 -3.541 1.937
H5 3.876 -0.768 2.458
H6 2.707 3.172 1.318
H7 -0.207 -2.588 -2.706
H8 -0.151 -1.440 1.442
H9 2.550 -1.833 0.808
H10 1.288 2.271 -0.348
H11 -3.753 -0.426 2.284
H12 -4.711 0.325 0.907
H13 -3.146 -0.326 0.635
H14 -3.443 3.235 3.134
H15 -4.638 1.817 3.193
H16 -2.974 1.515 3.728
H17 4.288 -1.097 -3.157
H18 3.880 -0.605 -1.371
H19 2.346 -0.167 -3.931
H20 2.215 1.034 -2.668
H21 -1.843 2.672 -1.227
H22 -3.274 1.479 -1.196
H23 -3.833 3.020 0.368
H24 -2.106 3.116 0.984

Values from the calculation:
**LUMO energy**: 0.640 eV
**HOMO-LUMO gap**: 0.321 hartree